Computed, not measured: a cluster of 3 separate species, C23H53N2O6PS in total, with ωB97M-V with the def2-TZVPD basis set.

Bonds (Å) are listed after each position.
Cartesian coordinates (Å):
1 C -3.524 4.203 2.859  C2 1.511, H20 1.090, H21 1.093, H22 1.091
2 C -2.137 3.634 3.047  C1 1.511, O3 1.445, H23 1.091, H24 1.093
3 O -2.232 2.439 3.854  C2 1.445, P4 1.598
4 P -1.092 1.326 3.732  O3 1.598, O5 1.472, C6 1.809, O17 1.591
5 O 0.215 1.866 3.323  P4 1.472
6 C -1.708 0.018 2.645  P4 1.809, C7 1.544, H25 1.092, H26 1.090
7 C -3.004 0.318 1.860  C6 1.544, C8 1.542, H27 1.090, H28 1.091
8 C -2.792 0.443 0.338  C7 1.542, C9 1.543, H29 1.093, H30 1.093
9 C -2.899 1.890 -0.187  C8 1.543, C10 1.531, C16 1.535, H31 1.095
10 C -1.687 2.308 -1.023  C9 1.531, C11 1.535, H32 1.092, H33 1.092
11 C -1.673 3.827 -1.241  C10 1.535, S12 1.778, H34 1.089, H35 1.091
12 S -3.302 4.451 -1.585  C11 1.778, O13 1.425, O14 1.436, O15 1.584
13 O -3.283 5.280 -2.744  S12 1.425
14 O -3.883 4.908 -0.354  S12 1.436
15 O -4.036 3.116 -2.020  S12 1.584, C16 1.449
16 C -4.191 2.115 -0.984  C9 1.535, O15 1.449, H36 1.091, H37 1.089
17 O -1.178 0.625 5.159  P4 1.591, C18 1.443
18 C -0.978 1.397 6.361  O17 1.443, C19 1.515, H38 1.092, H39 1.090
19 C 0.478 1.743 6.599  C18 1.515, H40 1.093, H41 1.089, H42 1.090
20 H -3.886 4.658 3.781  C1 1.090
21 H -4.222 3.409 2.585  C1 1.093
22 H -3.530 4.943 2.057  C1 1.091
23 H -1.480 4.336 3.562  C2 1.091
24 H -1.669 3.393 2.089  C2 1.093
25 H -0.873 -0.179 1.969  C6 1.092
26 H -1.831 -0.873 3.261  C6 1.090
27 H -3.721 -0.479 2.058  C7 1.090
28 H -3.464 1.236 2.231  C7 1.091
29 H -3.512 -0.192 -0.185  C8 1.093
30 H -1.800 0.063 0.081  C8 1.093
31 H -2.928 2.557 0.682  C9 1.095
32 H -0.781 2.058 -0.466  C10 1.092
33 H -1.689 1.793 -1.986  C10 1.092
34 H -1.031 4.111 -2.074  C11 1.089
35 H -1.337 4.334 -0.336  C11 1.091
36 H -5.013 2.420 -0.335  C16 1.091
37 H -4.482 1.220 -1.533  C16 1.089
38 H -1.606 2.289 6.323  C18 1.092
39 H -1.352 0.765 7.167  C18 1.090
40 H 0.561 2.198 7.589  C19 1.093
41 H 0.859 2.445 5.859  C19 1.089
42 H 1.088 0.840 6.590  C19 1.090
43 C 2.519 1.759 -1.332  C44 1.519, H50 1.092, H51 1.091, H52 1.090
44 C 2.007 0.562 -2.115  C43 1.519, N45 1.452, H53 1.096, H54 1.102
45 N 1.881 0.802 -3.541  C44 1.452, C46 1.454, C48 1.454
46 C 1.121 -0.236 -4.219  N45 1.454, C47 1.531, H55 1.093, H56 1.096
47 C 1.674 -1.663 -4.184  C46 1.531, H57 1.089, H58 1.092, H59 1.091
48 C 3.091 1.254 -4.209  N45 1.454, C49 1.534, H60 1.092, H61 1.093
49 C 4.334 0.359 -4.119  C48 1.534, H62 1.091, H63 1.092, H64 1.089
50 H 1.884 2.632 -1.496  C43 1.092
51 H 2.506 1.524 -0.266  C43 1.091
52 H 3.544 2.031 -1.587  C43 1.090
53 H 1.008 0.314 -1.742  C44 1.096
54 H 2.643 -0.306 -1.877  C44 1.102
55 H 0.961 0.079 -5.253  C46 1.093
56 H 0.129 -0.250 -3.754  C46 1.096
57 H 2.515 -1.811 -4.861  C47 1.089
58 H 0.892 -2.366 -4.479  C47 1.092
59 H 1.986 -1.941 -3.177  C47 1.091
60 H 3.345 2.239 -3.812  C48 1.092
61 H 2.837 1.421 -5.259  C48 1.093
62 H 4.483 -0.024 -3.108  C49 1.091
63 H 5.223 0.935 -4.384  C49 1.092
64 H 4.282 -0.492 -4.796  C49 1.089
65 C -0.275 -2.969 -0.590  C66 1.522, H72 1.092, H73 1.091, H74 1.091
66 C 0.303 -4.374 -0.681  C65 1.522, N67 1.452, H75 1.094, H76 1.102
67 N 1.693 -4.391 -1.100  C66 1.452, C68 1.452, C70 1.454
68 C 2.179 -5.713 -1.456  N67 1.452, C69 1.533, H77 1.094, H78 1.094
69 C 2.269 -6.772 -0.351  C68 1.533, H79 1.089, H80 1.092, H81 1.091
70 C 2.599 -3.568 -0.315  N67 1.454, C71 1.534, H82 1.093, H83 1.093
71 C 2.714 -3.857 1.188  C70 1.534, H84 1.091, H85 1.092, H86 1.089
72 H -0.156 -2.441 -1.538  C65 1.092
73 H -1.340 -3.023 -0.356  C65 1.091
74 H 0.201 -2.378 0.194  C65 1.091
75 H -0.261 -4.935 -1.432  C66 1.094
76 H 0.132 -4.889 0.279  C66 1.102
77 H 3.163 -5.591 -1.917  C68 1.094
78 H 1.522 -6.091 -2.245  C68 1.094
79 H 3.109 -6.597 0.319  C69 1.089
80 H 2.410 -7.757 -0.800  C69 1.092
81 H 1.358 -6.813 0.247  C69 1.091
82 H 2.299 -2.524 -0.441  C70 1.093
83 H 3.586 -3.642 -0.779  C70 1.093
84 H 1.735 -4.024 1.641  C71 1.091
85 H 3.166 -3.002 1.694  C71 1.092
86 H 3.335 -4.726 1.397  C71 1.089

Computed properties:
SMILES: CCOP(=O)(CCC[C@H]1CCS(=O)(=O)OC1)OCC.CCN(CC)CC.CCN(CC)CC
Frontier orbital gap: 8.758 eV
Charge: 0
LUMO energy: 0.6 eV
E_tot: -2208.693604 hartree